Entry from the OMol25 dataset: a single C5H8N2 molecule (wB97M-V/def2-TZVPD).

CARTESIAN COORDINATES (ANGSTROEM)
H -1.253 2.189 -0.223
N 0.002 -0.865 -0.143
H 3.151 0.076 -0.108
C 0.731 1.241 -0.338
N 1.076 -0.070 -0.296
C -2.404 -0.624 0.126
H -2.309 -1.702 0.283
H 2.497 -1.588 -0.259
C -1.043 -0.054 -0.115
H 2.298 -0.685 1.261
C -0.636 1.301 -0.238
H 1.484 2.012 -0.439
H -2.842 -0.182 1.028
H -3.091 -0.450 -0.707
C 2.338 -0.598 0.169

The LUMO energy comes out at 1.1 eV. The calculation puts the HOMO energy at -0.33062 Ha. Its frontier orbital gap is 10.06 eV. Its SMILES is Cc1ccn(C)n1.